1.
Formula: C4H7NO
Source: OMol25
Level of theory: ωB97M-V with the def2-TZVPD basis set

Cartesian coordinates (Å):
O (-2.822, -1.109, -1.878)
H (1.178, 0.034, 2.428)
H (-0.711, 1.464, -1.193)
H (-0.214, 1.831, -0.776)
H (-0.440, 0.729, 2.203)
H (0.991, 1.509, 1.482)
N (-0.407, -1.167, 0.071)
C (-1.964, -0.360, -1.866)
H (0.912, -0.457, -1.593)
H (1.646, -1.767, -0.525)
C (0.524, 0.556, 1.725)
C (0.379, -0.306, 0.545)
C (0.927, -0.956, -0.624)

Its energy above the lowest of the compared OMol25 structures with the same formula, charge and spin is 87.3 kcal/mol. The calculation puts the frontier orbital gap at 0.4106 hartree. The calculation puts the HOMO energy at -10.101 eV.

=====

2.
Formula: C3H11N3O
Source: OMol25
Level of theory: ωB97M-V with the def2-TZVPD basis set

Cartesian coordinates (Å):
H (-2.173, 0.523, 1.320)
O (1.379, 1.237, 0.348)
N (-0.557, 1.548, -0.919)
N (-0.512, -0.098, 0.200)
H (-1.125, 2.109, -0.282)
N (-1.080, -1.190, -0.457)
H (1.383, -0.329, -1.835)
H (2.784, -0.728, -0.833)
H (-0.572, 0.940, 1.980)
H (1.331, -0.571, 1.226)
H (-2.079, -1.237, -0.279)
C (1.117, -0.038, 0.278)
H (0.275, 2.121, -1.060)
C (1.699, -0.802, -0.904)
C (-1.150, 0.167, 1.479)
H (-1.189, -0.735, 2.099)
H (-0.940, -1.065, -1.457)
H (1.407, -1.852, -0.904)

Its energy above the lowest of the compared OMol25 structures with the same formula, charge and spin is 135.7 kcal/mol. The calculation puts the frontier orbital gap at 0.2818 hartree. The calculation puts the HOMO energy at -7.966 eV.

=====

3.
Formula: C3H5NO2
Source: OMol25
Level of theory: ωB97M-V with the def2-TZVPD basis set

Cartesian coordinates (Å):
H (-1.956, -1.373, 0.235)
H (-2.566, 0.385, 0.299)
C (1.952, -0.159, -0.129)
O (2.915, -0.839, 0.147)
H (-1.097, 1.817, -0.644)
N (0.663, -0.559, 0.153)
H (0.593, -1.435, 0.651)
H (2.021, 0.823, -0.619)
O (-0.268, 1.478, -0.282)
C (-1.745, -0.313, 0.177)
C (-0.511, 0.175, 0.012)

The SMILES is C=C(O)NC=O. Its energy above the lowest of the compared OMol25 structures with the same formula, charge and spin is 23.6 kcal/mol. The calculation puts the frontier orbital gap at 0.3498 hartree. The calculation puts the HOMO energy at -8.909 eV.

=====

4.
Formula: C10H6IInTe4
Source: OMol25
Level of theory: ωB97M-V with the def2-TZVPD basis set

Cartesian coordinates (Å):
Te (-2.645, -3.671, 4.438)
H (-1.552, 3.295, -1.454)
In (-1.801, -1.361, 1.441)
H (1.009, -2.407, 1.114)
C (-0.734, 2.600, -1.328)
C (1.393, 0.816, -1.000)
C (1.099, -1.499, 0.526)
C (2.337, -1.209, -0.080)
C (2.475, -0.078, -0.829)
C (-0.885, 1.475, -0.572)
H (2.499, 2.181, -2.246)
H (3.419, 0.155, -1.306)
C (0.012, -0.668, 0.394)
H (0.617, 3.749, -2.548)
C (1.540, 1.986, -1.781)
C (0.503, 2.856, -1.948)
C (0.144, 0.521, -0.370)
Te (-3.332, -3.323, 0.321)
Te (-4.684, -3.687, 2.673)
I (-2.803, 1.248, 0.341)
Te (-1.782, -1.090, 4.164)
H (3.170, -1.887, 0.050)

Its energy above the lowest of the compared OMol25 structures with the same formula, charge and spin is 0.0 kcal/mol. The calculation puts the frontier orbital gap at 0.2574 hartree. The calculation puts the HOMO energy at -7.579 eV.

=====

5.
Formula: C8H24O4RbS4
Source: OMol25
Level of theory: ωB97M-V with the def2-TZVPD basis set

Cartesian coordinates (Å):
H (-24.188, 30.385, 28.089)
H (-26.742, 27.342, 24.764)
H (-23.637, 30.118, 29.767)
S (-20.535, 24.359, 22.857)
H (-24.622, 28.869, 28.935)
H (-19.495, 23.484, 20.933)
H (-22.344, 28.010, 30.429)
H (-24.456, 30.056, 25.744)
H (-21.254, 23.165, 20.929)
O (-24.758, 29.271, 23.250)
C (-21.720, 23.427, 23.819)
H (-23.466, 31.395, 25.093)
C (-24.475, 31.008, 25.209)
H (-25.110, 31.718, 25.734)
H (-27.850, 26.077, 25.360)
H (-27.753, 26.442, 23.588)
H (-26.998, 29.720, 24.811)
H (-27.187, 31.495, 24.571)
H (-23.086, 26.877, 29.240)
O (-21.288, 25.514, 22.284)
O (-24.972, 25.787, 23.290)
H (-27.479, 30.354, 23.217)
S (-25.176, 30.659, 23.590)
C (-22.275, 27.577, 29.433)
H (-21.390, 22.395, 23.907)
H (-26.185, 23.072, 23.409)
H (-27.604, 23.641, 24.309)
H (-21.313, 27.082, 29.317)
H (-27.281, 24.280, 22.664)
Rb (-22.740, 27.392, 24.069)
H (-20.160, 22.182, 21.953)
S (-25.863, 25.217, 24.342)
C (-23.864, 29.642, 28.814)
S (-22.337, 28.897, 28.224)
O (-22.638, 28.242, 26.922)
C (-20.347, 23.167, 21.530)
C (-26.896, 30.552, 24.114)
C (-26.833, 23.926, 23.590)
H (-21.780, 23.893, 24.802)
H (-22.699, 23.492, 23.343)
C (-27.217, 26.391, 24.532)

Its energy above the lowest of the compared OMol25 structures with the same formula, charge and spin is 0.0 kcal/mol. As for the total charge: +1. The calculation puts the frontier orbital gap at 0.3480 hartree. The calculation puts the HOMO energy at -11.606 eV.

=====

6.
Formula: C7H8N4O2
Source: OMol25
Level of theory: ωB97M-V with the def2-TZVPD basis set

Cartesian coordinates (Å):
C (-0.863, -3.410, 0.658)
H (-0.997, -4.443, 0.924)
C (0.955, 1.490, -0.620)
O (0.674, 3.441, 0.690)
C (-1.569, -1.232, -0.244)
O (1.894, -1.642, -0.847)
N (-0.119, 0.560, 0.007)
N (0.453, -3.215, 0.322)
H (0.705, 1.981, -1.550)
H (-1.537, 1.947, 0.246)
H (1.650, 1.850, 1.341)
N (-2.424, -0.186, -0.079)
N (-1.941, -2.532, 0.134)
H (2.706, 2.911, 0.164)
C (-1.508, 0.814, 0.209)
C (0.846, -1.948, -0.429)
C (-0.176, -0.899, -0.364)
H (-2.834, -2.927, -0.112)
H (0.645, 3.870, -0.030)
H (1.768, 1.035, -0.807)
C (1.673, 2.536, 0.387)

The SMILES is O=c1nc[nH]c2ncn(CCO)c12. Its energy above the lowest of the compared OMol25 structures with the same formula, charge and spin is 125.6 kcal/mol. The calculation puts the frontier orbital gap at 0.3287 hartree. The calculation puts the HOMO energy at -8.667 eV.

=====

7.
Formula: C28H60AsF6N8O4
Source: OMol25
Level of theory: ωB97M-V with the def2-TZVPD basis set

Cartesian coordinates (Å):
C (-0.361, -4.031, 0.721)
H (6.836, -0.195, -3.049)
H (-0.419, -0.650, -6.309)
H (3.768, 1.527, -5.556)
C (-6.162, -0.736, 0.402)
C (-0.572, 0.423, 3.728)
H (1.112, -1.515, 2.364)
C (2.972, 3.487, 3.887)
H (2.218, 1.617, -4.783)
C (1.134, -3.080, -3.328)
C (-4.600, -2.259, 0.913)
H (4.499, 2.826, 1.470)
H (0.648, -2.628, 3.708)
F (1.192, 0.706, 0.768)
C (1.794, 4.653, 5.772)
H (0.956, 3.914, 7.607)
C (-3.921, -0.168, -0.450)
H (0.088, -1.806, -7.558)
F (2.197, 0.039, -1.450)
H (0.081, 4.793, 3.475)
N (-2.556, -0.514, 4.096)
C (0.955, 4.201, 3.388)
H (-4.028, 0.838, -0.022)
C (0.398, -1.338, -6.608)
H (1.616, -1.133, 3.969)
N (-6.767, -1.615, 1.154)
N (4.960, 3.580, -4.210)
H (5.283, 3.230, -5.118)
C (-1.873, 0.676, 3.913)
H (5.825, 3.544, -3.611)
H (-0.446, -1.769, -4.026)
C (-1.055, -4.165, -0.617)
H (-4.154, -1.122, -2.396)
C (-4.223, -0.108, -1.915)
H (5.109, 1.771, -2.175)
H (-1.869, -2.578, 3.980)
H (1.199, -1.004, -4.131)
H (-0.151, -4.784, -3.411)
C (3.666, 2.243, 1.861)
H (1.174, 5.555, 5.728)
C (3.071, 2.202, -5.047)
H (3.937, 0.608, -2.869)
N (-4.879, -1.009, 0.285)
H (0.623, -3.578, 0.522)
H (5.421, -0.944, -3.541)
H (0.722, -3.053, -2.346)
H (1.645, 2.560, 6.659)
F (-0.501, 2.047, -0.527)
As (0.815, 1.036, -0.951)
H (-6.098, -3.502, 1.975)
O (-0.444, -4.628, -1.615)
H (3.996, 1.561, 2.614)
C (6.120, -0.202, -3.865)
N (1.944, 4.178, 4.392)
H (1.473, -5.049, -3.638)
C (-5.844, -2.606, 1.420)
H (0.676, -4.326, -4.881)
H (-4.647, 1.511, 4.451)
H (2.804, 4.976, 6.073)
H (-2.366, 1.610, 3.928)
N (-0.467, -0.959, 3.695)
H (3.009, -3.525, -2.368)
H (-4.482, -0.679, 3.204)
C (-4.626, 0.516, 5.007)
N (0.714, -4.405, -3.881)
C (1.469, 3.555, 2.291)
H (0.280, 1.050, 3.540)
H (-8.564, -1.097, 2.276)
O (-2.247, -3.770, -0.683)
C (1.118, 3.531, 6.602)
H (3.211, 1.655, 1.080)
N (2.733, 3.135, 2.645)
C (-8.254, -1.687, 1.429)
H (2.821, -1.906, -2.912)
F (1.917, 2.377, -0.727)
H (3.235, 3.144, -3.014)
H (-4.188, -1.670, 4.567)
H (2.717, 3.094, -5.542)
H (4.637, 4.564, -4.311)
H (-3.464, 0.532, -2.354)
F (0.720, 1.510, -2.548)
H (3.302, -3.026, -4.132)
C (3.849, 2.596, -3.736)
H (-6.578, 0.153, -0.028)
C (0.795, -1.603, 3.400)
H (-4.193, 0.607, 5.990)
H (1.102, 3.451, 1.280)
H (-1.054, -3.537, 1.405)
H (-8.792, -1.280, 0.585)
H (0.139, 3.341, 6.165)
C (4.620, 1.432, -3.091)
H (-3.623, -2.722, 0.814)
C (2.691, -2.945, -3.213)
C (-4.034, -0.644, 4.198)
H (-5.151, 0.360, -2.213)
C (-1.660, -1.522, 3.950)
C (0.623, -1.917, -4.279)
H (-0.162, -5.041, 1.026)
H (6.627, -0.482, -4.792)
F (-0.167, -0.287, -1.060)
H (-8.464, -2.733, 1.699)
H (-2.891, -0.589, -0.282)
H (3.809, 3.250, 4.511)
O (5.536, 1.079, -4.115)
H (1.272, -0.720, -6.873)
O (0.786, -2.308, -5.613)
H (-5.669, 0.304, 5.189)

As for the total charge: +3. The calculation puts the frontier orbital gap at 0.2792 hartree. The calculation puts the HOMO energy at -13.564 eV.

=====

8.
Formula: C57H50N2O3P2SW
Source: OMol25
Level of theory: ωB97M-V with the def2-TZVPD basis set

Cartesian coordinates (Å):
C (0.372, 1.044, 3.133)
C (-2.517, 1.627, -2.104)
H (0.228, -0.598, 2.085)
H (0.188, -3.183, 4.513)
C (0.702, -4.414, -0.314)
C (2.031, 2.574, 1.965)
H (-2.204, 4.437, -0.770)
H (-2.572, 1.513, 2.366)
C (-2.174, 0.617, -3.004)
C (5.029, -2.625, -1.903)
S (1.152, 0.443, -2.528)
C (4.834, 0.846, -1.200)
H (-3.867, -4.847, -2.136)
C (-3.412, 2.617, -2.488)
C (-5.097, -1.694, 0.218)
H (-3.190, 5.644, 3.200)
H (0.123, -6.470, -0.448)
H (1.912, 2.908, -1.422)
H (-0.187, -2.601, 2.174)
H (-3.539, -3.152, -2.535)
C (-4.394, 0.585, 0.338)
C (3.401, -2.819, 3.532)
C (0.825, -2.556, 2.567)
C (2.187, 3.083, -0.395)
C (1.032, -2.949, 3.877)
H (5.512, 1.605, -4.414)
O (-0.311, 3.242, -1.511)
H (-1.124, -0.065, 4.195)
H (-6.415, -0.060, 0.636)
H (0.635, 4.382, -2.987)
C (3.198, -2.378, 2.230)
C (-3.583, 1.614, -4.672)
C (5.579, 1.184, -2.302)
C (-0.295, 0.632, 4.281)
H (6.640, 1.354, -2.194)
C (2.752, -2.280, -1.191)
H (-3.725, 3.385, -1.794)
C (-2.705, 0.611, -4.283)
N (-0.068, 0.368, 1.908)
C (-2.799, -1.167, -0.063)
W (0.586, 0.669, -0.230)
C (-1.566, -5.154, -0.434)
C (2.310, -2.763, -2.426)
H (-0.279, 4.001, -0.918)
H (-4.004, 1.611, -5.668)
C (-3.540, -3.581, -0.393)
C (4.122, -2.190, -0.950)
N (3.510, 0.640, -1.308)
H (4.063, -2.168, 1.623)
C (0.248, -3.100, -0.279)
P (1.467, -1.778, 0.004)
O (-1.449, -1.471, -0.265)
C (2.327, -3.087, 4.362)
C (-3.800, -2.129, -0.039)
C (-2.049, -3.850, -0.371)
H (-0.167, 2.880, -3.522)
C (2.873, 0.730, -2.496)
C (3.591, 1.080, -3.631)
C (1.424, 1.955, 3.174)
C (4.949, 1.316, -3.537)
C (1.586, 2.338, 0.642)
C (3.221, -3.194, -3.376)
H (-4.624, 3.389, -4.074)
C (-3.085, 0.183, 0.095)
C (-4.048, -3.815, -1.832)
C (-5.396, -0.360, 0.431)
C (3.599, 4.250, 1.113)
H (5.293, -3.491, -3.848)
C (0.082, 1.087, 5.527)
C (-0.213, -5.443, -0.409)
H (4.489, -1.772, -0.025)
C (1.817, 2.355, 4.463)
H (-5.339, -4.352, 0.563)
H (-0.459, 0.789, 6.414)
H (5.240, 0.747, -0.204)
C (-4.265, -4.520, 0.583)
H (-5.901, -2.416, 0.228)
C (-1.112, -2.826, -0.319)
C (-2.293, 2.836, 0.679)
C (-2.371, 4.165, 0.263)
H (4.410, -2.959, 3.897)
C (-3.934, 2.612, -3.774)
H (-2.795, 6.185, 0.820)
C (3.046, 3.523, 2.149)
P (-1.853, 1.438, -0.413)
H (-4.631, 1.636, 0.437)
C (-2.705, 5.164, 1.166)
H (-1.083, 0.320, 1.969)
H (4.376, 4.974, 1.320)
H (2.867, -3.587, -4.320)
H (-1.138, 4.302, -3.111)
H (3.062, 1.173, -4.570)
C (4.583, -3.136, -3.114)
H (-5.120, -3.624, -1.897)
C (-0.238, 3.740, -2.861)
C (-2.938, 4.860, 2.498)
C (1.909, -2.243, 1.728)
H (-3.071, 3.286, 3.955)
H (6.091, -2.572, -1.699)
H (2.491, -3.431, 5.374)
C (-2.549, 2.540, 2.023)
C (3.151, 4.045, -0.183)
H (3.555, 4.611, -1.013)
C (1.179, 1.931, 5.611)
H (-1.512, -0.184, -2.691)
H (1.531, 2.275, 6.574)
H (-2.442, -0.178, -4.976)
H (-2.271, -5.970, -0.506)
H (2.644, 3.032, 4.592)
H (-3.911, -4.371, 1.604)
C (-2.863, 3.541, 2.924)
O (2.826, 0.330, -0.214)
H (-4.112, -5.562, 0.312)
H (3.442, 3.710, 3.133)
H (1.252, -2.813, -2.647)
H (1.762, -4.622, -0.266)

Its energy above the lowest of the compared OMol25 structures with the same formula, charge and spin is 46.9 kcal/mol. As for the total charge: +3. The calculation puts the frontier orbital gap (alpha / beta) at 0.2052 / 0.2207 hartree. Its multiplicity is 2. The calculation puts the HOMO energy (alpha / beta) at -15.544 / -15.561 eV.

=====

no.,maximum force (eV/Å)
1,2.0
2,2.2
3,0.4
4,0.6
5,0.8
6,10.1
7,3.4
8,1.9